{
  "formula": "H13LiO7",
  "method": "the ωB97M-V functional and the def2-TZVPD basis",
  "homo_ev": -10.049,
  "lumo_energy_ev": -1.738,
  "max_force_ha_per_bohr": 0.13595,
  "gap_ev": 8.31,
  "de_lowest_kj_mol": 292.70,
  "symbols": ["Li", "O", "H", "O", "H", "H", "O", "H", "H", "O", "H", "H", "O", "H", "H", "O", "H", "H", "O", "H", "H"],
  "coordinates": [[45.4300, 5.4380, 32.0780], [45.4660, 3.9790, 33.5190], [46.0510, 3.1890, 33.8000], [47.7620, 4.8740, 34.6830], [48.2460, 4.9340, 33.9320], [47.1170, 4.4610, 34.1940], [47.1270, 1.5030, 36.2060], [47.0940, 2.4670, 36.2440], [47.9620, 1.6330, 35.5920], [45.7980, 1.3560, 32.0570], [45.6280, 0.8500, 32.7590], [45.8090, 2.2890, 32.3060], [43.0010, 3.1830, 33.7720], [42.5740, 3.6820, 33.0310], [43.9910, 3.4110, 33.6780], [45.6290, 0.5110, 34.4620], [45.6710, -0.5140, 34.4900], [46.1400, 0.8960, 35.2040], [44.8490, 5.1530, 35.9070], [43.9300, 5.0520, 35.5810], [45.2260, 4.8970, 35.1520]],
  "lowdin_charge": [0.87, -0.49, 0.02, 0.02, -0.02, -0.09, -0.05, 0.05, 0.14, -0.04, -0.10, -0.02, -0.14, 0.03, -0.04, -0.11, 0.11, -0.04, -0.03, 0.05, -0.13]
}



{
  "formula": "H13NO5",
  "method": "the ωB97M-V functional and the def2-TZVPD basis",
  "homo_ev": [-15.362, -15.357],
  "lumo_energy_ev": [-3.696, -9.546],
  "s2": 0.755,
  "max_force_ha_per_bohr": 0.04216,
  "gap_ev": [11.67, 5.81],
  "total_charge": 1,
  "multiplicity": 2,
  "de_lowest_kj_mol": 12.46,
  "symbols": ["N", "H", "H", "H", "H", "H", "O", "H", "H", "O", "H", "H", "O", "H", "H", "O", "H", "H", "O"],
  "coordinates": [[0.3282, -1.8676, -0.1704], [1.0645, -1.2195, -0.5356], [0.7291, -2.8117, -0.1985], [-0.1006, -1.5409, 0.7136], [1.7944, 0.3616, 1.0980], [0.8928, 0.5252, -0.0482], [1.8310, 0.3236, 0.1284], [0.2455, 1.8542, -2.2932], [-0.6884, 0.7919, -1.7315], [-0.1129, 1.5209, -1.4627], [-0.6831, -1.4487, -2.0752], [-1.0591, -1.3936, -3.5317], [-1.0327, -0.8376, -2.7403], [-0.0737, -0.1233, 2.3832], [0.4400, -1.3274, 3.2221], [-0.3033, -1.0113, 2.6939], [-1.1697, 2.5152, 1.9978], [-0.8226, 1.8842, 0.6068], [-0.7898, 1.7503, 1.5600]],
  "lowdin_charge": [0.40, 0.09, 0.15, 0.09, 0.07, 0.00, -0.01, 0.08, 0.01, -0.04, 0.01, 0.08, -0.03, 0.00, 0.07, -0.03, 0.07, 0.02, -0.04]
}



{
  "formula": "H13O7Pb",
  "method": "the ωB97M-V functional and the def2-TZVPD basis",
  "homo_ev": -10.904,
  "lumo_energy_ev": -3.193,
  "max_force_ha_per_bohr": 0.06553,
  "gap_ev": 7.71,
  "total_charge": 1,
  "symbols": ["Pb", "O", "H", "O", "H", "H", "O", "H", "H", "O", "H", "H", "O", "H", "H", "O", "H", "H", "O", "H", "H"],
  "coordinates": [[-0.0966, -0.2480, -0.1977], [-1.7164, -1.9334, -0.6109], [-1.0014, -2.4903, -1.0669], [-1.2620, 1.3488, -1.6911], [-1.0571, 1.9815, -2.3763], [-2.1914, 1.3281, -1.5407], [1.3485, -2.2262, -0.1244], [2.2326, -2.4951, -0.0993], [0.9424, -3.0068, -0.5492], [1.7176, 0.4001, -1.5299], [2.5436, 0.6044, -1.0540], [2.1215, -0.1923, -2.1802], [0.4171, -0.6545, 2.1076], [0.5392, 0.0107, 2.7526], [0.1902, -1.4013, 2.6363], [0.5303, 1.9303, 0.7615], [0.7204, 2.5676, 0.0271], [0.9174, 2.2873, 1.5966], [-1.9520, 0.6581, 1.1461], [-2.2711, 1.4989, 0.8826], [-2.6729, 0.0320, 1.1102]],
  "lowdin_charge": [1.49, -0.53, -0.08, -0.10, 0.08, 0.05, -0.12, 0.04, 0.08, -0.16, 0.08, 0.08, -0.09, 0.05, 0.08, -0.16, 0.09, 0.10, -0.10, 0.04, 0.07]
}



{
  "formula": "H14LiO7",
  "method": "the ωB97M-V functional and the def2-TZVPD basis",
  "homo_ev": -14.068,
  "lumo_energy_ev": -3.213,
  "max_force_ha_per_bohr": 0.00735,
  "gap_ev": 10.86,
  "total_charge": 1,
  "de_lowest_kj_mol": 0.00,
  "symbols": ["Li", "O", "H", "H", "O", "H", "H", "O", "H", "H", "O", "H", "H", "O", "H", "H", "O", "H", "H", "O", "H", "H"],
  "coordinates": [[-0.1038, 0.2398, 0.3013], [0.1594, -1.4161, 1.5836], [1.0724, -1.6711, 1.7627], [-0.3543, -2.2314, 1.6394], [1.8984, -0.2640, -0.4904], [2.7501, -0.7173, -0.5388], [2.0432, 0.6086, -0.8861], [0.7233, 1.5806, 1.7013], [1.6348, 1.7924, 1.9363], [0.1870, 2.3032, 2.0466], [-2.2072, 1.1291, 1.3005], [-2.3711, 1.8931, 1.8668], [-2.9411, 0.5350, 1.4988], [-1.4270, -0.8133, -0.8910], [-1.5412, -0.7443, -1.8471], [-2.2595, -1.1719, -0.5625], [0.7194, -2.7866, -2.0433], [0.5114, -2.2329, -1.2802], [1.2947, -2.2497, -2.5990], [0.0411, 1.8055, -1.2164], [0.1999, 2.7523, -1.1136], [-0.0300, 1.6590, -2.1689]],
  "lowdin_charge": [0.70, -0.08, 0.06, 0.07, -0.08, 0.08, 0.05, -0.08, 0.07, 0.06, -0.06, 0.06, 0.06, -0.08, 0.08, 0.07, -0.05, -0.02, 0.03, -0.08, 0.07, 0.07]
}



{
  "formula": "H14NO10",
  "method": "the ωB97M-V functional and the def2-TZVPD basis",
  "homo_ev": -6.997,
  "lumo_energy_ev": 2.965,
  "max_force_ha_per_bohr": 0.21542,
  "gap_ev": 9.96,
  "total_charge": -1,
  "de_lowest_kj_mol": 289.28,
  "symbols": ["N", "O", "O", "O", "O", "H", "H", "O", "H", "H", "O", "H", "H", "O", "H", "H", "O", "H", "H", "O", "H", "H", "O", "H", "H"],
  "coordinates": [[0.3986, 0.3549, -0.2709], [1.4204, 0.3830, -1.1057], [0.5340, 0.5803, 0.9590], [-0.6656, -0.1889, -0.7355], [0.1550, -0.6036, -3.8144], [-0.5468, -1.0325, -4.4282], [-0.1622, -0.1663, -3.1609], [-0.1692, 0.9282, 3.9431], [0.0768, 0.9262, 3.1025], [-0.6980, 0.0555, 4.0762], [-1.4773, -2.8908, -0.4143], [-2.3503, -3.0871, -0.5646], [-1.3041, -1.9039, -0.4090], [-2.5137, 1.3167, 0.7718], [-3.0676, 1.0044, -0.0840], [-1.6517, 0.9086, 0.3270], [-0.2229, -2.5099, 2.3322], [-0.5761, -1.9709, 1.6631], [0.4796, -3.0519, 2.0274], [0.9552, 3.1537, -2.0332], [0.1064, 2.8785, -2.4221], [1.2097, 2.3385, -1.6029], [3.4143, 1.2924, 0.7247], [2.6948, 0.6910, 0.3914], [3.9608, 0.5942, 0.7272]],
  "lowdin_charge": [-0.46, -0.06, 0.02, -0.09, -0.02, 0.10, -0.13, -0.04, -0.10, 0.09, -0.05, -0.02, 0.03, -0.19, 0.08, 0.01, -0.02, -0.03, 0.02, -0.07, 0.03, -0.02, -0.04, 0.02, -0.05]
}



{
  "formula": "H14NO5",
  "method": "the ωB97M-V functional and the def2-TZVPD basis",
  "homo_ev": -14.933,
  "lumo_energy_ev": -2.929,
  "max_force_ha_per_bohr": 0.11759,
  "gap_ev": 12.00,
  "total_charge": 1,
  "de_lowest_kj_mol": 223.24,
  "symbols": ["N", "H", "H", "H", "H", "H", "H", "O", "H", "H", "O", "H", "H", "O", "H", "H", "O", "H", "H", "O"],
  "coordinates": [[0.1223, -0.3784, -0.0792], [0.1761, 0.2577, 0.6412], [0.9289, -1.0459, -0.0909], [-0.6737, -0.8976, -0.3058], [0.2814, 0.2602, -0.9106], [3.2476, 0.8998, -1.1775], [2.9855, -0.3108, -2.2779], [2.6362, 0.1928, -1.4763], [-0.2766, 3.6210, -0.2584], [0.6845, 3.9555, 1.1417], [0.1800, 3.2241, 0.6109], [-1.7062, 2.0758, 0.9614], [-2.2622, 0.9197, 1.6924], [-1.4230, 1.1405, 1.2945], [-1.4109, -2.6051, -2.1300], [-0.0439, -3.0142, -1.6403], [-0.5042, -2.3064, -1.9826], [-0.5184, -2.5617, 2.0670], [-1.3041, -1.4395, 2.2910], [-1.1193, -1.9875, 1.6292]],
  "lowdin_charge": [0.25, 0.05, 0.15, 0.06, 0.16, 0.07, 0.09, -0.09, 0.12, 0.11, -0.16, 0.10, 0.05, -0.09, 0.08, 0.01, 0.00, 0.06, -0.03, 0.04]
}



{
  "formula": "H14NO5",
  "method": "the ωB97M-V functional and the def2-TZVPD basis",
  "homo_ev": -14.869,
  "lumo_energy_ev": -3.006,
  "max_force_ha_per_bohr": 0.13339,
  "gap_ev": 11.86,
  "total_charge": 1,
  "de_lowest_kj_mol": 211.95,
  "symbols": ["N", "H", "H", "H", "H", "H", "H", "O", "H", "H", "O", "H", "H", "O", "H", "H", "O", "H", "H", "O"],
  "coordinates": [[-0.4098, -0.4981, 0.1844], [-0.4303, -1.5798, 0.0978], [-0.6090, -0.1081, -0.7961], [-1.2855, -0.3697, 0.7838], [0.4409, -0.0959, 0.6295], [-1.3422, -2.3716, 2.2725], [-2.5207, -1.5320, 2.7511], [-1.9652, -1.7288, 2.1122], [2.6165, 1.7686, 3.4511], [3.3322, 1.2249, 2.0081], [2.5491, 1.2678, 2.6332], [1.9968, 1.9230, -0.1130], [1.9084, 2.3136, -1.6409], [1.4719, 2.1332, -0.8086], [-2.1027, -2.5461, -2.2045], [-0.8339, -2.4604, -2.9534], [-1.2320, -2.2449, -2.0946], [-0.5458, 1.5569, -2.8633], [-0.2677, 1.9778, -1.4336], [-0.7711, 1.3698, -2.0159]],
  "lowdin_charge": [0.24, 0.15, 0.10, 0.13, 0.14, 0.03, -0.01, 0.06, 0.04, 0.07, -0.09, -0.02, 0.08, 0.01, 0.02, 0.07, -0.03, 0.00, 0.04, -0.03]
}



{
  "formula": "H14NO5",
  "method": "the ωB97M-V functional and the def2-TZVPD basis",
  "homo_ev": [-18.420, -17.484],
  "lumo_energy_ev": [-6.232, -15.381],
  "s2": 0.756,
  "max_force_ha_per_bohr": 0.03210,
  "gap_ev": [12.19, 2.10],
  "total_charge": 2,
  "multiplicity": 2,
  "de_lowest_kj_mol": 36.91,
  "symbols": ["N", "H", "H", "H", "H", "H", "H", "O", "H", "H", "O", "H", "H", "O", "H", "H", "O", "H", "H", "O"],
  "coordinates": [[-0.7012, -0.4542, 0.0790], [-0.5304, -1.4822, 0.1306], [-1.3162, -0.1343, -0.6820], [-1.3373, -0.2498, 0.8523], [0.1481, 0.1339, 0.0603], [4.8647, 0.1513, -1.6514], [4.8716, 1.4360, -0.8511], [4.2556, 0.8120, -1.2777], [-0.4417, -3.4532, -1.5130], [-1.2735, -3.6973, -0.1500], [-0.7275, -3.1046, -0.6709], [-2.9140, 2.2152, -0.9560], [-1.7797, 1.7338, -1.9296], [-2.2476, 1.5465, -1.1362], [1.4270, 2.1066, -0.6326], [2.3910, 0.9738, -0.9832], [1.5295, 1.1381, -0.5524], [-2.2705, -0.6158, 4.2383], [-1.6608, 0.7831, 4.0086], [-2.2871, 0.1612, 3.6169]],
  "lowdin_charge": [0.27, 0.10, 0.10, 0.13, 0.09, 0.12, 0.12, 0.12, 0.07, 0.07, -0.03, 0.08, 0.04, -0.02, 0.12, 0.05, 0.09, 0.15, 0.11, 0.21]
}



{
  "formula": "H14NO5",
  "method": "the ωB97M-V functional and the def2-TZVPD basis",
  "homo_ev": [-19.131, -17.544],
  "lumo_energy_ev": [-6.215, -15.280],
  "s2": 0.756,
  "max_force_ha_per_bohr": 0.02160,
  "gap_ev": [12.92, 2.26],
  "total_charge": 2,
  "multiplicity": 2,
  "de_lowest_kj_mol": 38.35,
  "symbols": ["N", "H", "H", "H", "H", "H", "H", "O", "H", "H", "O", "H", "H", "O", "H", "H", "O", "H", "H", "O"],
  "coordinates": [[0.8309, -0.1148, -0.0526], [0.4725, -0.6523, 0.7441], [0.6494, 0.9056, -0.0984], [1.8447, -0.1426, 0.0385], [0.5542, -0.4688, -0.9774], [-3.3015, 0.6373, -3.0453], [-3.6002, -0.4586, -2.0183], [-2.8945, -0.1253, -2.5979], [-1.7333, 0.9609, 3.2733], [-0.4188, 0.2376, 3.5593], [-1.0754, 0.3788, 2.8588], [0.7379, 3.3037, -0.8380], [0.7223, 3.0170, 0.6930], [0.6522, 2.5833, -0.1671], [0.2421, -1.8254, -3.2950], [-0.6760, -0.5848, -3.0905], [-0.0004, -1.1345, -2.6558], [2.7328, -1.8081, 3.4507], [2.9802, -2.2659, 1.9740], [2.4344, -1.7055, 2.5381]],
  "lowdin_charge": [0.30, 0.13, 0.07, 0.14, 0.09, 0.12, 0.12, 0.17, 0.11, 0.10, 0.13, 0.11, 0.08, -0.05, 0.10, 0.05, 0.01, 0.08, 0.08, 0.05]
}



{
  "formula": "H14Na5O15S2",
  "method": "the ωB97M-V functional and the def2-TZVPD basis",
  "homo_ev": -7.414,
  "lumo_energy_ev": -5.867,
  "max_force_ha_per_bohr": 0.11410,
  "gap_ev": 1.55,
  "total_charge": 1,
  "de_lowest_kj_mol": 855.22,
  "symbols": ["Na", "Na", "Na", "Na", "Na", "S", "O", "O", "O", "O", "S", "O", "O", "O", "O", "O", "H", "H", "O", "H", "H", "O", "H", "H", "O", "H", "H", "O", "H", "H", "O", "H", "H", "O", "H", "H"],
  "coordinates": [[-3.5649, -4.3134, -0.6221], [2.4777, -2.0625, 4.1781], [-4.0605, -1.5529, 3.0925], [3.4092, 0.7100, -0.9005], [1.3263, -4.1392, -0.1597], [-0.6029, -0.4221, 0.0779], [-0.1300, 0.5717, -0.8704], [0.6473, -0.8358, 0.7697], [-1.5845, 0.0447, 1.0281], [-1.0002, -1.6322, -0.6535], [6.1366, -2.3280, 1.0535], [7.1359, -3.1938, 0.3796], [4.8852, -2.7054, 0.5058], [6.2697, -2.6665, 2.4881], [6.3423, -0.9104, 0.8115], [3.2602, 1.4037, 3.0230], [2.6588, 0.9463, 2.4353], [3.3506, 2.2770, 2.6416], [-1.3521, 2.4091, 3.9496], [-1.5224, 1.7551, 3.2717], [-0.7117, 1.9944, 4.5276], [-5.6598, -0.9317, 0.1954], [-5.3561, -0.3857, -0.5298], [-6.4564, -0.4997, 0.5038], [-0.7918, 4.0958, 0.6055], [-1.2447, 3.9550, 1.4369], [-0.6039, 3.2146, 0.2824], [-0.9402, -1.5483, -4.5665], [-1.1256, -2.4694, -4.7493], [-0.6675, -1.5358, -3.6491], [-3.6309, 0.7993, -2.6677], [-2.9306, 0.8171, -2.0154], [-3.2230, 0.4227, -3.4475], [-0.3167, 3.2843, -4.0776], [-0.0871, 2.8634, -4.9061], [-0.3361, 2.5688, -3.4421]],
  "lowdin_charge": [0.76, 0.89, 0.81, 0.87, 0.78, 0.09, -0.40, -0.49, -0.41, -0.48, 0.11, -0.32, -0.42, -0.38, -0.40, -0.04, 0.01, 0.04, -0.04, 0.01, 0.03, -0.06, 0.04, 0.04, -0.05, 0.02, 0.01, -0.04, 0.02, 0.01, -0.05, 0.02, 0.03, -0.05, 0.03, 0.01]
}



{
  "formula": "H14O6S2",
  "method": "the ωB97M-V functional and the def2-TZVPD basis",
  "homo_ev": [0.127, -4.030],
  "lumo_energy_ev": [2.427, 2.312],
  "s2": 0.752,
  "max_force_ha_per_bohr": 0.09692,
  "gap_ev": [2.30, 6.34],
  "total_charge": -1,
  "multiplicity": 2,
  "de_lowest_kj_mol": 214.27,
  "symbols": ["S", "S", "H", "H", "H", "H", "O", "H", "H", "O", "H", "H", "O", "H", "H", "O", "H", "H", "O", "H", "H", "O"],
  "coordinates": [[0.2126, -0.3480, 4.3615], [0.1385, -2.2537, 3.5852], [-1.1215, -0.1700, 4.0168], [-1.1280, -2.1110, 2.8622], [-0.2416, -1.2935, -0.7250], [-1.1793, -0.2729, -0.1198], [-0.4799, -0.8427, 0.0762], [1.6049, 0.1675, -3.0925], [2.6452, -1.0771, -3.3876], [1.7726, -0.7994, -2.9271], [-1.0828, 3.3625, 0.2314], [-0.3750, 2.0359, -0.2811], [-1.0666, 2.6780, -0.4580], [0.9185, 1.4734, -1.6672], [0.7527, 0.5588, -0.4936], [1.0149, 1.3787, -0.7428], [-3.5123, 2.0058, -0.7691], [-2.2468, 1.9107, -1.6626], [-3.1712, 1.7347, -1.7100], [1.4958, -2.7748, 1.3395], [2.8392, -2.3194, 0.8068], [2.2102, -3.0436, 0.7567]],
  "lowdin_charge": [-0.06, -0.04, -0.28, -0.21, 0.03, -0.01, -0.06, 0.03, 0.08, -0.13, 0.06, -0.03, -0.10, 0.02, -0.05, 0.01, 0.08, -0.06, -0.14, -0.06, 0.02, -0.11]
}



{
  "formula": "H14O6S2",
  "method": "the ωB97M-V functional and the def2-TZVPD basis",
  "homo_ev": -9.530,
  "lumo_energy_ev": 0.070,
  "max_force_ha_per_bohr": 0.06215,
  "gap_ev": 9.60,
  "smiles": "SS.O.O.O.O.O.O",
  "de_lowest_kj_mol": 17.06,
  "symbols": ["S", "S", "H", "H", "O", "H", "H", "O", "H", "H", "O", "H", "H", "O", "H", "H", "O", "H", "H", "O", "H", "H"],
  "coordinates": [[2.7580, -1.0035, -0.0665], [4.2664, 0.3518, 0.4632], [2.2658, -0.1959, -1.0402], [3.8323, 0.6515, 1.7437], [-2.0594, 0.7363, 0.9217], [-1.1497, 0.9035, 1.2088], [-2.1529, 1.3304, 0.1937], [-2.0882, -1.9182, 0.9975], [-2.2020, -0.9232, 1.0410], [-1.4367, -2.0961, 1.7170], [0.2840, 0.1571, -1.9307], [0.2018, 0.2181, -2.8504], [-0.2638, -0.7015, -1.7182], [-1.1168, -2.1533, -1.4993], [-1.5375, -2.8461, -1.9489], [-1.4860, -2.1421, -0.5533], [-0.5758, 2.5556, -0.7313], [-0.3069, 1.7460, -1.2947], [0.0474, 2.4746, -0.0154], [0.6580, 1.1756, 1.5887], [1.2030, 0.3992, 1.2467], [0.8588, 1.2803, 2.5269]],
  "lowdin_charge": [0.27, 0.24, -0.19, -0.19, -0.05, 0.01, 0.03, -0.09, 0.02, 0.08, -0.11, 0.02, 0.06, -0.07, 0.02, 0.03, -0.10, 0.03, -0.01, -0.09, 0.00, 0.07]
}



Which formula does entry 3 have? H13O7Pb